A cluster of 2 separate species, C17H18BF9NO7S2 in total at a distorted geometry. Source: OMol25; level of theory: wB97M-V/def2-TZVPD.

## Properties
Multiplicity   1
Charge   -1
Orbital gap   0.2905 hartree
Energy above the lowest of the compared OMol25 structures with the same formula, charge and spin   0.0 kcal/mol

Geometry (Å):
C  -3.543  0.390  -3.951
C  -2.323  1.138  -3.415
O  -2.573  2.524  -3.230
C  -1.473  3.371  -3.458
C  -0.968  4.035  -2.163
C  -0.556  3.000  -1.134
C  0.219  1.957  -1.536
C  0.631  0.939  -0.716
O  1.358  -0.030  -1.292
C  2.639  -0.331  -0.686
C  2.900  -1.849  -0.738
C  1.994  -2.515  -1.788
O  4.253  -2.074  -1.067
C  0.211  1.004  0.599
C  -0.570  2.072  1.015
C  -0.967  3.071  0.188
S  -2.002  4.392  0.786
C  -0.868  1.864  2.486
O  -1.424  2.614  3.240
N  -0.317  0.564  2.824
S  -1.680  -0.412  3.142
O  -1.477  -1.735  2.675
O  -2.880  0.163  2.625
C  -1.867  -0.474  4.980
F  -1.818  0.763  5.499
F  -3.047  -0.974  5.311
C  -0.747  -1.291  5.689
F  0.447  -0.959  5.229
F  -0.974  -2.582  5.489
F  -0.766  -1.066  7.001
C  0.467  0.018  1.695
O  1.103  -0.994  1.747
H  -3.162  -0.505  -4.450
H  -4.162  0.034  -3.131
H  -4.097  0.949  -4.702
H  -2.090  0.707  -2.435
H  -1.466  0.918  -4.058
H  -0.633  2.894  -3.970
H  -1.821  4.173  -4.118
H  -1.833  4.550  -1.750
H  -0.164  4.735  -2.388
H  0.529  1.927  -2.570
H  3.412  0.097  -1.330
H  2.734  0.069  0.317
H  2.651  -2.345  0.203
H  0.969  -2.598  -1.431
H  2.333  -3.541  -1.943
H  2.054  -2.021  -2.760
H  4.358  -3.038  -1.042
H  -3.207  3.784  0.805
B  4.044  -5.483  0.753
F  5.277  -5.254  1.382
F  2.999  -4.979  1.544
F  4.032  -4.807  -0.505
F  3.864  -6.857  0.534

---

The molecule C17H18ClFN4O3S at a distorted geometry. Source: OMol25; level of theory: wB97M-V/def2-TZVPD.

## Properties
Multiplicity   1
Orbital gap   0.3125 hartree
Energy above the lowest of the compared OMol25 structures with the same formula, charge and spin   0.0 kcal/mol
SMILES   CCOCCn1c(SCc2c(F)cccc2Cl)nc2c1c(=O)[nH]c(=O)n2C

Geometry (Å):
C  -4.836  -1.981  -2.771
C  -3.621  -1.434  -2.040
O  -2.738  -0.883  -3.001
C  -1.564  -0.338  -2.473
C  -0.470  -1.402  -2.219
N  0.474  -0.945  -1.240
C  0.329  -0.968  0.104
N  1.323  -0.383  0.752
C  2.155  0.051  -0.220
C  1.658  -0.274  -1.475
C  2.357  0.051  -2.680
O  2.041  -0.180  -3.827
N  3.543  0.719  -2.368
C  4.076  1.071  -1.141
O  5.131  1.655  -1.053
N  3.330  0.710  -0.039
C  3.793  1.041  1.291
H  3.572  0.211  1.958
H  4.864  1.225  1.239
H  3.287  1.938  1.652
H  4.114  0.990  -3.162
S  -1.044  -1.710  0.852
C  -0.700  -1.349  2.614
C  -0.522  0.108  2.879
C  0.677  0.588  3.400
C  0.906  1.929  3.638
C  -0.093  2.841  3.343
C  -1.304  2.406  2.837
C  -1.511  1.053  2.614
Cl  -3.043  0.540  2.003
H  -2.092  3.107  2.616
H  0.070  3.893  3.514
H  1.853  2.240  4.048
F  1.647  -0.289  3.714
H  0.194  -1.905  2.890
H  -1.572  -1.747  3.134
H  -0.935  -2.321  -1.851
H  0.068  -1.610  -3.145
H  -1.776  0.189  -1.528
H  -1.203  0.386  -3.208
H  -3.921  -0.651  -1.326
H  -3.130  -2.235  -1.469
H  -4.529  -2.754  -3.468
H  -5.320  -1.185  -3.330
H  -5.541  -2.399  -2.057

---

The ion C17H18FIN with charge +1 at a distorted geometry. Source: OMol25; level of theory: wB97M-V/def2-TZVPD.

## Properties
Multiplicity   1
Charge   +1
Orbital gap   0.2338 hartree
SMILES   C#CCCCc1c[nH+]c([C@@H](I)CC)c2c(F)cccc12

Geometry (Å):
C  4.976  0.128  1.471
C  3.961  1.116  1.308
C  2.974  2.420  0.999
C  2.913  2.688  -0.618
C  2.305  1.451  -1.506
C  0.945  0.763  -0.903
C  -0.429  1.644  -0.763
N  -1.750  1.058  -0.243
C  -1.897  -0.408  0.213
C  -3.326  -0.960  0.794
I  -3.040  -1.203  2.991
C  -4.598  0.054  0.620
C  -5.026  0.385  -0.927
C  -0.548  -1.390  0.102
C  -0.550  -2.994  0.516
F  -1.765  -3.702  0.980
C  0.838  -3.923  0.424
C  2.301  -3.335  -0.073
C  2.294  -1.727  -0.534
C  0.923  -0.811  -0.444
H  6.020  -0.448  1.416
H  3.533  3.358  1.472
H  1.932  2.290  1.518
H  2.396  3.740  -0.840
H  4.045  2.825  -0.972
H  3.184  0.710  -1.728
H  1.998  1.917  -2.562
H  -0.395  2.785  -1.094
H  -2.556  1.749  -0.223
H  -3.640  -2.012  0.327
H  -4.373  1.066  1.208
H  -5.538  -0.416  1.174
H  -6.213  0.296  -1.008
H  -4.802  1.544  -1.095
H  -4.533  -0.306  -1.732
H  0.824  -5.078  0.726
H  3.286  -3.980  -0.106
H  3.331  -1.295  -0.888

---

A cluster of 2 separate species, C17H18IN2O in total at a distorted geometry. Source: OMol25; level of theory: wB97M-V/def2-TZVPD.

## Properties
Multiplicity   1
Charge   +1
Orbital gap   0.3093 hartree

Geometry (Å):
C  -0.313  -1.207  0.479
C  -0.557  -0.751  -0.606
N  -1.210  -0.200  -1.711
C  -2.482  -0.560  -1.973
N  -2.831  0.160  -3.045
C  -4.146  0.134  -3.688
C  -5.042  1.035  -3.247
C  -1.783  0.967  -3.480
I  -1.937  2.249  -5.158
C  -0.706  0.744  -2.591
C  0.645  1.390  -2.601
C  1.792  0.637  -2.257
C  3.058  1.263  -2.269
C  3.117  2.632  -2.632
C  1.985  3.392  -2.982
C  0.716  2.757  -2.962
H  -0.172  -1.440  1.540
H  -3.138  -1.254  -1.439
H  -4.345  -0.583  -4.500
H  -4.660  2.047  -3.005
H  -6.112  0.820  -3.111
H  1.743  -0.427  -1.988
H  3.987  0.743  -2.001
H  4.108  3.107  -2.617
H  2.031  4.452  -3.265
H  -0.154  3.358  -3.251
C  2.168  -1.497  5.277
C  0.824  -1.811  5.913
C  -0.054  -2.038  4.696
O  0.795  -2.564  3.664
C  2.166  -2.417  4.068
H  3.017  -1.667  5.938
H  2.191  -0.453  4.954
H  0.897  -2.732  6.498
H  0.451  -1.023  6.566
H  -0.482  -1.095  4.334
H  -0.869  -2.737  4.889
H  2.549  -3.409  4.325
H  2.752  -2.022  3.237

---

A structure of composition C17H18N4NaO5 at a distorted geometry. Source: OMol25; level of theory: wB97M-V/def2-TZVPD.

## Properties
Multiplicity   1
Charge   -1
Orbital gap   0.2713 hartree
Energy above the lowest of the compared OMol25 structures with the same formula, charge and spin   6.4 kcal/mol

Geometry (Å):
Na  0.401  -0.294  1.257
O  3.075  -1.195  0.044
C  3.289  -2.206  1.024
C  2.113  -3.155  1.140
N  0.958  -2.481  1.725
C  0.904  -2.551  3.189
C  0.323  -1.310  3.934
O  0.108  -1.488  5.136
O  0.169  -0.255  3.252
C  -0.294  -2.856  1.060
C  -0.344  -2.340  -0.407
O  -0.656  -3.137  -1.293
O  -0.064  -1.100  -0.559
H  2.129  -1.142  -0.161
H  3.482  -1.737  1.996
H  4.188  -2.756  0.731
H  2.398  -4.044  1.721
H  1.852  -3.499  0.136
H  1.925  -2.661  3.562
H  0.349  -3.436  3.527
H  -1.115  -2.389  1.616
H  -0.463  -3.939  1.064
C  2.352  3.386  -1.090
C  2.311  2.282  -0.254
N  1.169  1.746  0.168
C  0.023  2.293  -0.237
C  -0.049  3.361  -1.126
C  1.157  3.924  -1.531
C  -1.315  3.935  -1.624
C  -2.463  3.361  -1.983
C  -2.932  1.953  -2.011
C  -2.141  0.817  -2.037
C  -2.785  -0.412  -2.079
N  -4.115  -0.515  -2.110
C  -4.780  0.636  -2.098
N  -4.273  1.859  -2.053
H  3.302  3.801  -1.401
H  3.216  1.786  0.076
H  -0.890  1.843  0.138
H  1.154  4.778  -2.199
H  -1.287  5.016  -1.740
H  -3.250  4.031  -2.312
H  -1.062  0.847  -2.003
H  -2.208  -1.331  -2.057
H  -5.863  0.571  -2.132